Entry 1:
107
Properties=species:S:1:pos:R:3 method="wB97M-V/def2-TZVPD" e_homo_ev=-13.9722 homo_lumo_gap_ev=1.60 charge=+3 spin_multiplicity=1
Hf 16.577 23.787 12.554
C 19.005 26.578 12.147
O 18.204 25.425 12.270
H 18.769 27.009 11.172
H 18.753 27.253 12.966
H 20.055 26.277 12.188
O 15.299 25.773 12.325
P 14.388 26.973 12.435
N 14.781 27.930 13.758
C 13.921 29.033 14.222
C 16.146 28.089 14.271
N 12.846 26.495 12.761
C 12.494 25.989 14.095
C 12.083 25.846 11.693
N 14.359 28.032 11.131
C 13.169 28.813 10.838
C 15.604 28.760 10.828
H 13.863 28.971 15.307
H 12.935 28.878 13.783
H 14.289 29.995 13.863
H 16.147 28.301 15.340
H 16.787 28.744 13.679
H 16.571 27.078 14.269
H 12.897 24.974 14.154
H 12.875 26.598 14.910
H 11.406 25.998 14.146
H 12.635 25.897 10.752
H 12.022 24.780 11.935
H 11.067 26.177 11.479
H 12.321 28.139 10.955
H 13.033 29.748 11.383
H 13.004 29.056 9.784
H 15.605 29.710 11.372
H 15.714 29.067 9.788
H 16.465 28.208 11.207
O 18.295 23.051 13.923
P 19.641 22.786 14.580
N 20.289 24.157 15.315
C 21.696 24.358 15.695
C 19.330 25.158 15.824
N 20.852 22.204 13.590
C 21.480 23.105 12.634
C 20.754 20.799 13.145
N 19.503 21.679 15.871
C 20.685 21.207 16.635
C 18.235 21.675 16.604
H 22.007 25.391 15.537
H 22.315 23.599 15.223
H 21.810 24.204 16.772
H 18.941 24.844 16.794
H 18.571 25.380 15.074
H 19.810 26.111 16.051
H 20.936 23.211 11.690
H 21.659 24.096 13.048
H 22.426 22.653 12.332
H 20.083 20.586 12.313
H 21.744 20.407 12.906
H 20.477 20.213 14.021
H 20.391 20.532 17.432
H 21.389 20.812 15.904
H 21.206 22.086 17.023
H 17.439 21.743 15.864
H 18.200 22.554 17.255
H 18.116 20.811 17.254
O 23.704 29.553 11.489
P 23.430 28.810 10.256
N 24.622 28.739 9.069
C 26.023 28.626 9.465
C 24.376 28.146 7.766
N 22.136 29.409 9.402
C 20.736 29.413 9.871
C 22.354 30.616 8.570
N 23.095 27.179 10.515
C 23.740 26.484 11.640
C 22.281 26.305 9.693
H 26.217 27.556 9.595
H 26.225 29.073 10.437
H 26.661 29.058 8.696
H 24.904 28.642 6.948
H 23.320 28.106 7.513
H 24.807 27.139 7.756
H 20.604 29.978 10.794
H 20.112 29.702 9.030
H 20.446 28.393 10.140
H 23.362 30.576 8.158
H 21.579 30.653 7.810
H 22.361 31.486 9.230
H 23.565 25.411 11.656
H 24.820 26.605 11.744
H 23.283 26.907 12.540
H 21.366 26.764 9.320
H 22.071 25.299 10.053
H 22.890 26.107 8.800
C 17.329 25.790 8.188
N 16.294 24.960 8.867
O 15.418 24.481 8.196
O 16.430 24.809 10.076
H 17.146 25.900 7.124
H 18.193 25.141 8.335
H 17.405 26.747 8.698
C 19.867 29.345 15.209
N 20.125 29.571 13.774
O 21.237 29.423 13.348
O 19.142 29.886 13.094
H 18.830 29.354 15.527
H 20.419 30.158 15.680
H 20.321 28.376 15.406

=====

Entry 2:
90
Properties=species:S:1:pos:R:3 method="wB97M-V/def2-TZVPD" e_homo_ev=-10.3647 homo_lumo_gap_ev=7.30 charge=+1 spin_multiplicity=1
C 5.122 -2.506 0.865
C 4.970 -1.299 1.940
O 4.772 -1.605 3.147
N 5.016 0.122 1.511
C 6.111 0.894 2.176
C 3.683 0.707 1.722
N 2.852 0.774 0.541
C 3.159 0.374 -0.870
C 4.420 1.210 -1.487
O 4.249 2.383 -1.941
N 5.723 0.519 -1.432
C 5.824 -0.563 -2.458
C 6.874 1.470 -1.476
C 1.598 1.347 1.084
C 0.255 1.616 0.211
C -1.012 1.028 1.056
C -2.364 1.438 0.279
C -3.405 0.219 0.087
N -4.806 0.802 0.198
C -5.769 -0.310 0.434
N -5.823 -0.839 1.639
N -6.607 -0.746 -0.720
C 1.743 1.643 2.614
N 3.095 1.194 2.939
N 3.618 1.254 4.211
H 5.832 -2.198 0.015
H 5.460 -3.479 1.374
H 4.109 -2.745 0.350
H 6.116 1.991 1.833
H 6.146 0.805 3.315
H 7.111 0.447 1.793
H 3.405 -0.750 -0.933
H 2.257 0.675 -1.499
H 6.173 -0.196 -3.488
H 6.632 -1.306 -2.095
H 4.850 -1.182 -2.551
H 7.771 0.944 -0.961
H 6.605 2.377 -0.821
H 7.166 1.814 -2.529
H 0.318 0.938 -0.725
H 0.137 2.719 -0.061
H -0.950 -0.115 1.065
H -0.976 1.383 2.153
H -2.891 2.234 0.916
H -2.085 1.809 -0.766
H -3.254 -0.646 0.820
H -3.318 -0.206 -0.979
H -4.978 1.228 -0.728
H -5.144 -0.390 2.278
H -7.569 -0.780 -0.349
H -6.260 -1.684 -0.998
H 0.988 2.077 3.345
H 3.901 2.205 4.484
H 4.350 0.550 4.377
C -4.685 -3.243 -2.672
O -5.761 -2.983 -2.162
N -4.496 -3.600 -3.973
C -3.183 -3.896 -4.509
C -5.649 -3.687 -4.850
H -3.748 -3.208 -2.093
H -2.968 -3.205 -5.328
H -3.175 -4.922 -4.886
H -2.414 -3.792 -3.741
H -6.144 -2.713 -4.887
H -6.350 -4.422 -4.448
H -5.344 -3.982 -5.855
C -2.466 5.423 -0.719
O -1.732 4.464 -0.557
N -3.259 5.981 0.240
C -4.107 7.125 -0.030
C -3.253 5.412 1.573
H -2.546 5.931 -1.693
H -3.817 7.947 0.628
H -5.147 6.851 0.165
H -4.012 7.447 -1.069
H -2.238 5.455 1.977
H -3.563 4.365 1.516
H -3.933 5.960 2.227
C 0.479 -3.406 0.439
O -0.005 -2.454 -0.149
N -0.032 -3.979 1.565
C 0.600 -5.113 2.209
C -1.250 -3.435 2.137
H 1.402 -3.894 0.087
H -0.102 -5.950 2.228
H 0.867 -4.838 3.233
H 1.502 -5.415 1.674
H -2.050 -3.492 1.396
H -1.086 -2.386 2.396
H -1.535 -3.993 3.030

=====

Entry 3:
64
Properties=species:S:1:pos:R:3 method="wB97M-V/def2-TZVPD" e_homo_ev=-9.3821 homo_lumo_gap_ev=9.26 smiles="NC(N)=O.NC(N)=O.NC(N)=O.NC(N)=O.NC(N)=O.NC(N)=O.NC(N)=O.NC(N)=O" spin_multiplicity=1
C 2.007 -1.070 -4.542
O 1.598 -0.178 -3.750
N 1.900 -0.928 -5.825
N 2.405 -2.322 -4.254
H 1.856 -0.003 -6.229
H 2.317 -1.727 -6.280
H 2.800 -2.868 -5.007
H 2.576 -2.632 -3.308
C -2.523 4.570 0.333
O -3.044 4.992 -0.616
N -1.463 3.927 0.359
N -2.764 4.814 1.565
H -1.337 3.607 -0.591
H -1.112 3.340 1.103
H -3.548 5.430 1.727
H -2.035 4.485 2.182
C 0.169 -4.754 -3.520
O -0.571 -4.836 -4.475
N 1.419 -5.099 -3.524
N -0.155 -4.186 -2.433
H 2.000 -4.782 -2.761
H 1.782 -5.553 -4.350
H 0.296 -4.445 -1.568
H -1.015 -3.661 -2.361
C 0.444 0.061 -0.014
O -0.178 0.507 0.948
N 1.390 0.500 -0.793
N -0.044 -1.117 -0.502
H 1.249 -0.130 -1.570
H 1.704 1.457 -0.724
H -0.018 -1.112 -1.512
H -0.871 -1.552 -0.120
C -3.403 -2.645 -0.169
O -3.188 -2.719 -1.312
N -3.051 -3.511 0.638
N -4.000 -1.659 0.429
H -2.723 -4.238 0.019
H -2.925 -3.372 1.631
H -4.328 -1.797 1.374
H -4.371 -0.962 -0.201
C -0.953 -1.182 3.875
O -1.058 -1.965 4.760
N -1.964 -0.814 3.049
N 0.156 -0.574 3.600
H -1.753 -0.089 2.377
H -2.913 -1.074 3.277
H 0.902 -1.054 4.082
H 0.348 -0.079 2.741
C 4.450 1.697 0.310
O 4.659 0.704 1.023
N 4.281 2.872 0.789
N 4.339 1.560 -0.956
H 3.650 3.486 0.293
H 4.413 3.150 1.751
H 4.575 0.681 -1.393
H 4.299 2.350 -1.583
C -1.166 2.995 4.121
O -2.037 2.170 4.315
N -0.148 2.635 3.371
N -1.204 4.275 4.594
H -0.210 1.692 3.016
H 0.562 3.268 3.031
H -0.483 4.947 4.376
H -1.988 4.521 5.181

=====

Entry 4:
15
Properties=species:S:1:pos:R:3 method="wB97M-V/def2-TZVPD" e_homo_ev=-8.2631 homo_lumo_gap_ev=8.75 spin_multiplicity=1
C 1.159 -0.804 -0.102
C -0.722 0.724 -0.097
C -2.206 0.858 -0.224
H 4.031 0.621 -0.655
H 3.401 -0.736 1.136
H 1.571 -1.851 0.328
H -0.808 -1.348 -0.307
H -2.118 1.282 -1.277
H -2.630 1.431 0.615
H -3.411 -0.372 1.171
N 3.273 -0.369 -0.054
N 2.017 0.090 -0.355
N -0.250 -0.562 -0.156
O -0.153 1.734 0.115
S -3.154 -0.698 -0.138

=====

Entry 5:
75
Properties=species:S:1:pos:R:3 method="wB97M-V/def2-TZVPD" e_homo_ev=-9.8519 homo_lumo_gap_ev=6.48 charge=+1 spin_multiplicity=1
Ir 1.136 0.207 -0.332
Se -0.593 -0.238 -2.018
Se -0.879 -2.551 -2.395
C -1.853 -2.726 -0.750
C -2.113 -3.988 -0.235
C -2.826 -4.055 0.950
C -3.237 -2.879 1.562
C -2.916 -1.675 0.963
N -2.232 -1.594 -0.181
C 1.022 -0.132 -3.082
C 1.204 -0.241 -4.439
C 2.495 -0.059 -4.926
C 3.521 0.236 -4.045
C 3.248 0.336 -2.690
N 2.018 0.138 -2.221
H -1.763 -4.882 -0.734
H -3.044 -5.016 1.397
H -3.788 -2.893 2.491
H -3.203 -0.731 1.413
H 0.368 -0.449 -5.094
H 2.690 -0.130 -5.988
H 4.527 0.409 -4.398
H 4.009 0.601 -1.970
S 1.548 -2.067 0.152
C 0.571 -2.084 1.607
N 0.263 -3.146 2.293
N 0.712 -4.294 1.870
C 0.293 -5.500 2.462
C -0.530 -5.506 3.582
C -0.923 -6.722 4.119
C -0.508 -7.919 3.551
C 0.314 -7.898 2.433
C 0.717 -6.691 1.885
N -0.054 -0.963 2.089
N 0.023 0.085 1.404
C -0.745 1.167 1.970
C -1.705 1.797 1.194
C -2.472 2.804 1.759
C -2.265 3.185 3.077
C -1.299 2.548 3.844
C -0.540 1.526 3.295
H 1.253 -4.335 1.010
H -0.846 -4.571 4.020
H -1.559 -6.732 4.994
H -0.820 -8.862 3.979
H 0.646 -8.824 1.984
H 1.362 -6.673 1.013
H -1.857 1.498 0.166
H -3.229 3.295 1.162
H -2.859 3.980 3.510
H -1.141 2.840 4.873
H 0.200 0.999 3.884
C 4.999 1.386 2.382
C 3.791 2.040 2.551
C 2.716 1.680 1.764
N 2.795 0.706 0.845
C 3.960 0.060 0.696
C 5.081 0.378 1.435
H 5.860 1.653 2.980
H 3.671 2.830 3.279
H 1.763 2.178 1.869
H 3.971 -0.747 -0.021
H 5.997 -0.171 1.271
F 0.264 3.338 -6.654
C 0.384 3.224 -5.338
C 1.635 3.291 -4.747
F 2.717 3.463 -5.505
C 1.751 3.154 -3.376
F 2.980 3.229 -2.855
C 0.649 2.929 -2.558
Se 0.836 2.713 -0.669
C -0.593 2.901 -3.179
F -1.706 2.732 -2.458
C -0.739 3.036 -4.550
F -1.942 2.980 -5.112

=====

Entry 6:
82
Properties=species:S:1:pos:R:3 method="wB97M-V/def2-TZVPD" e_homo_ev=-2.2880 homo_lumo_gap_ev=4.21 charge=-1 spin_multiplicity=1
Ca 0.478 0.716 -0.031
C -1.726 -2.435 0.149
C -0.526 -2.595 1.035
C -0.190 -3.864 1.508
C 0.883 -3.995 2.361
C 1.601 -2.865 2.718
C 1.229 -1.631 2.193
N 0.170 -1.512 1.373
C 2.021 -0.406 2.522
C 3.256 -0.500 3.147
C 3.992 0.659 3.334
C 3.470 1.867 2.952
C 2.188 1.916 2.383
N 1.503 0.783 2.191
C 1.502 3.218 2.143
C 2.064 4.394 2.649
C 1.421 5.591 2.427
C 0.221 5.588 1.742
C -0.302 4.373 1.316
C -1.620 4.352 0.598
N 0.316 3.209 1.519
H -1.713 -3.190 -0.639
H -1.728 -1.458 -0.324
H -2.640 -2.562 0.735
H -0.772 -4.720 1.192
H 1.167 -4.965 2.750
H 2.433 -2.952 3.397
H 3.673 -1.448 3.445
H 4.983 0.609 3.766
H 4.064 2.762 3.038
H 3.002 4.379 3.179
H 1.855 6.518 2.781
H -0.318 6.504 1.543
H -2.247 5.186 0.916
H -2.139 3.420 0.798
H -1.465 4.437 -0.480
N -3.821 1.201 -0.758
C -4.173 0.674 0.468
C -5.385 0.276 1.017
C -5.346 -0.229 2.305
C -4.145 -0.333 3.020
C -2.942 0.067 2.471
C -2.966 0.575 1.174
N -1.926 1.020 0.390
C -2.462 1.373 -0.756
C -1.739 1.967 -1.883
C -2.258 2.311 -3.097
S -1.008 2.919 -4.099
C 0.123 2.711 -2.824
N -0.400 2.225 -1.745
H -4.429 1.379 -1.536
H -6.315 0.354 0.469
H -6.267 -0.550 2.774
H -4.167 -0.739 4.023
H -2.004 -0.010 3.005
H -3.268 2.204 -3.456
H 1.195 2.908 -2.942
C -1.919 -3.761 -5.097
O -0.802 -4.393 -4.512
C -0.073 -3.663 -3.614
C 1.069 -4.309 -3.107
C 1.868 -3.616 -2.238
C 1.591 -2.310 -1.785
C 2.548 -1.627 -0.924
C 3.903 -2.211 -0.579
O 2.342 -0.511 -0.449
C 0.364 -1.688 -2.232
O -0.104 -0.581 -1.810
C -0.404 -2.398 -3.209
H -2.339 -4.476 -5.802
H -1.628 -2.851 -5.628
H -2.673 -3.507 -4.346
H 1.299 -5.315 -3.428
H 2.761 -4.112 -1.886
H 4.117 -3.205 -0.953
H 4.001 -2.196 0.508
H 4.633 -1.506 -0.984
H -1.282 -1.883 -3.572
S 2.661 2.842 -0.406
S 4.454 2.119 -1.158
S 3.993 1.076 -2.862
S 3.215 2.397 -4.270

=====

Entry 7:
15
Properties=species:S:1:pos:R:3 method="wB97M-V/def2-TZVPD" e_homo_ev=-7.4881 homo_lumo_gap_ev=7.73 spin_multiplicity=1
C -0.686 0.371 2.063
C -1.350 0.387 -0.190
C 0.720 -0.418 -0.257
H -1.833 0.608 2.109
H -0.216 1.559 2.160
H -0.142 -0.523 2.819
H -2.237 1.064 0.071
H 2.287 -0.191 -2.086
H 0.336 -1.339 -3.018
H 1.673 -0.803 1.231
N -0.491 -0.236 0.622
N -1.022 0.396 -1.497
N 0.223 0.127 -1.524
N 0.936 -0.116 -2.662
N 1.803 -0.887 0.159